(1)
{
  "formula": "C6H6NO2S",
  "method": "ωB97M-V/def2-TZVPD",
  "symbols": ["O", "C", "H", "H", "C", "C", "H", "H", "C", "C", "H", "O", "H", "C", "N", "S"],
  "positions_angstrom": [[3.90973, 0.63667, -0.15958], [0.71486, 2.16617, 0.29200], [-1.32117, 1.57841, 0.67817], [0.16479, -2.52637, -0.32100], [1.97716, -0.50415, 0.15907], [-0.07170, -0.10774, 0.41258], [-1.35831, -2.05100, -1.12605], [2.74456, 2.66776, -0.05873], [-0.31557, 1.20221, 0.48559], [2.01782, 1.87751, 0.07471], [0.43407, 3.21062, 0.32218], [-0.96480, -1.09188, 0.66294], [-1.40632, -3.03346, 0.36208], [-0.87330, -2.24035, -0.15894], [2.61788, 0.64063, 0.00978], [2.51301, -2.04403, 0.15190]],
  "multiplicity": 1,
  "charge": -1,
  "e_tot_ev": -22736.157
}

---

(2)
{
  "formula": "C6H6NO2S",
  "method": "ωB97M-V/def2-TZVPD",
  "symbols": ["S", "C", "H", "C", "N", "O", "O", "C", "H", "C", "H", "H", "H", "C", "H", "C"],
  "positions_angstrom": [[-2.22946, -0.28613, -1.43743], [0.17356, -1.75974, -0.26173], [-1.09493, 1.53183, 0.09099], [1.05933, 0.24011, 0.82635], [-0.11580, -1.97027, -1.55098], [-1.02121, -1.39520, -3.58490], [0.63098, -2.53887, 0.53406], [0.03011, -0.27105, 0.20793], [0.06901, 2.09155, 1.65979], [-1.28624, 0.33756, 0.02546], [1.93574, -0.41274, 0.92329], [2.00625, 1.60599, 2.12187], [-1.96569, 0.23020, 0.87534], [1.11568, 1.66724, 1.39052], [1.58939, 2.23005, 0.57740], [-0.89673, -1.30053, -2.39796]],
  "multiplicity": 1,
  "charge": -1,
  "e_tot_ev": -22740.164,
  "smiles": "C/C=C1\\CSC([O-])=NC1=O"
}

---

Energy above the lowest of the compared OMol25 structures with the same formula, charge and spin? In order: 96.2, 3.8 kcal/mol.
Orbital gap? In order: 6.481, 7.755 eV.